No. 1
Below is C43H52AsN4OS5V as an isolated structure, with properties calculated with the ωB97M-V functional and the def2-TZVPD basis.

```
107
Properties=species:S:1:pos:R:3
V -0.46 0.38 -0.29
C -2.33 -0.54 -6.27
C -0.89 -0.83 -5.84
C -0.76 -1.05 -4.36
C -0.84 -2.28 -3.68
C -1.02 -3.64 -4.30
C 0.29 -4.31 -4.73
C -0.74 -1.98 -2.32
C -0.77 -2.93 -1.23
C -0.84 -2.63 0.09
C -0.93 -3.63 1.17
C -0.87 -5.11 0.94
C -2.21 -5.71 0.53
C -1.06 -2.97 2.33
C -1.04 -1.54 2.03
C -1.20 -0.56 2.94
C -1.13 0.86 2.70
N -0.93 1.41 1.46
C -0.80 2.76 1.65
C -0.55 3.69 0.57
C -0.44 3.40 -0.74
N -0.52 2.14 -1.32
C -0.47 2.32 -2.70
C -0.51 1.35 -3.63
C -0.62 -0.07 -3.39
N -0.60 -0.63 -2.13
C -0.32 3.76 -2.98
C -0.30 4.41 -1.80
C -0.06 5.86 -1.55
C 1.40 6.15 -1.19
C -0.21 4.34 -4.36
C 1.19 4.18 -4.96
C -0.94 3.08 3.00
C -1.14 1.86 3.67
C -1.30 1.65 5.15
C -2.76 1.48 5.58
C -0.74 4.43 3.61
C 0.74 4.78 3.80
N -0.85 -1.36 0.65
C -1.21 -3.54 3.70
C -2.68 -3.65 4.14
H -2.41 -0.36 -7.35
H -2.71 0.34 -5.75
H -2.98 -1.38 -6.02
H -0.25 0.00 -6.15
H -0.53 -1.72 -6.38
H -1.67 -3.55 -5.18
H -1.54 -4.30 -3.60
H 0.83 -3.67 -5.44
H 0.11 -5.27 -5.21
H 0.94 -4.47 -3.87
H -0.79 -3.98 -1.50
H -0.51 -5.60 1.85
H -0.12 -5.32 0.17
H -2.96 -5.57 1.31
H -2.13 -6.79 0.34
H -2.59 -5.23 -0.38
H -1.35 -0.86 3.97
H -0.47 4.73 0.86
H -0.48 1.66 -4.67
H -0.71 6.20 -0.74
H -0.34 6.44 -2.44
H 1.68 5.57 -0.31
H 1.55 7.21 -0.97
H 2.06 5.86 -2.00
H -0.47 5.40 -4.33
H -0.93 3.84 -5.01
H 1.93 4.72 -4.35
H 1.24 4.58 -5.98
H 1.49 3.13 -4.98
H -0.86 2.49 5.69
H -0.73 0.77 5.46
H -3.34 2.38 5.34
H -2.85 1.29 6.66
H -3.22 0.65 5.05
H -1.25 4.48 4.58
H -1.21 5.20 2.98
H 1.23 4.04 4.43
H 0.87 5.77 4.25
H 1.26 4.77 2.84
H -0.67 -2.91 4.41
H -0.74 -4.53 3.74
H -3.16 -2.68 4.11
H -2.76 -4.05 5.16
H -3.23 -4.32 3.47
S 3.78 -0.56 2.50
As 2.78 -2.55 2.64
S 1.89 0.71 0.16
S 2.19 0.73 2.20
S 4.42 -3.78 2.88
C 2.72 -3.67 -1.94
S 2.29 -2.22 -0.95
O 2.38 -2.80 0.45
C 3.88 -1.44 -1.29
C 5.00 -1.79 -0.55
C 6.21 -1.18 -0.84
C 6.29 -0.24 -1.87
C 5.16 0.09 -2.60
C 3.94 -0.50 -2.30
H 3.71 -4.03 -1.66
H 2.67 -3.39 -2.99
H 1.96 -4.43 -1.72
H 4.91 -2.50 0.26
H 7.08 -1.42 -0.26
H 7.24 0.25 -2.08
H 5.22 0.84 -3.38
H 3.04 -0.21 -2.83
```

Summary:
Max |F|: 0.4 eV/A
ΔE to the lowest compared entry with this formula, charge and spin: 97.3 kJ/mol
<S²>: 2.093
Total charge: -2
2S+1: 3


No. 2
Below is a 6-piece molecular cluster, C43H53BF14N7O2S overall at a distorted geometry, with properties calculated with the ωB97M-V functional and the def2-TZVPD basis.

```
121
Properties=species:S:1:pos:R:3
C -0.11 -0.23 3.81
C -0.75 -1.61 3.50
O 0.11 -2.54 2.86
C 0.07 -2.68 1.44
C 1.29 -1.83 0.96
N 1.19 -1.34 -0.43
C -1.15 -2.50 0.54
C -2.42 -1.70 0.49
C -2.33 -0.19 0.80
C -2.13 0.67 -0.44
F -0.82 0.63 -0.74
F -2.74 0.13 -1.51
C -2.66 2.13 -0.28
F -3.03 2.41 0.95
F -3.78 2.22 -1.01
C -1.71 3.23 -0.86
F -2.48 4.31 -1.02
F -1.30 2.88 -2.06
C -0.61 3.64 0.16
F -0.20 2.63 0.90
F -1.18 4.46 1.01
S 0.91 4.53 -0.53
F 0.06 5.20 -1.66
F 1.28 3.28 -1.40
F 1.78 3.95 0.66
F 0.64 5.79 0.39
F 2.18 5.26 -1.08
N -0.93 -3.25 -0.47
C 0.21 -4.17 -0.35
C 0.27 -4.20 1.22
C -0.94 -5.15 1.57
C -1.85 -4.75 2.75
C -1.34 -5.21 4.12
F -2.41 -5.72 4.84
B 1.53 -4.92 1.90
O 1.63 -5.15 3.26
C 2.73 -5.38 0.97
C 2.50 -6.78 0.30
H -0.64 0.57 3.29
H 0.97 -0.21 3.64
H -0.25 -0.01 4.87
H -0.99 -2.03 4.47
H -1.72 -1.44 3.02
H 1.39 -0.95 1.59
H 2.22 -2.39 1.07
H 1.68 -0.45 -0.53
H 1.73 -1.97 -1.02
H -2.91 -1.92 -0.46
H -3.09 -2.13 1.24
H -1.45 -0.01 1.41
H -3.21 0.09 1.37
H -1.48 -3.24 -1.33
H 1.11 -3.88 -0.87
H 0.02 -5.20 -0.63
H -0.51 -6.13 1.83
H -1.58 -5.36 0.72
H -2.12 -3.70 2.75
H -2.78 -5.30 2.62
H -0.67 -6.06 3.95
H -0.88 -4.42 4.70
H 1.97 -4.33 3.66
H 2.87 -4.60 0.22
H 3.62 -5.35 1.60
H 2.36 -6.64 -0.77
H 3.36 -7.41 0.50
H 1.57 -7.21 0.68
N -1.26 -4.22 -3.73
C -1.63 -3.26 -4.57
C -1.42 -3.31 -5.94
C -0.79 -4.42 -6.47
C -0.40 -5.44 -5.62
C -0.66 -5.29 -4.26
H -2.11 -2.40 -4.12
H -1.75 -2.49 -6.58
H -0.61 -4.50 -7.54
H 0.09 -6.32 -5.99
H -0.37 -6.06 -3.56
N 5.68 -3.55 3.00
C 6.33 -4.72 2.97
C 7.70 -4.83 2.78
C 8.43 -3.67 2.59
C 7.77 -2.45 2.61
C 6.41 -2.45 2.82
H 5.72 -5.60 3.12
H 8.18 -5.80 2.77
H 9.50 -3.71 2.43
H 8.31 -1.52 2.47
H 5.85 -1.51 2.85
N -7.28 4.19 0.17
C -7.94 5.35 0.28
C -7.35 6.59 0.08
C -6.01 6.64 -0.25
C -5.31 5.44 -0.37
C -5.99 4.26 -0.15
H -8.99 5.26 0.54
H -7.94 7.50 0.17
H -5.51 7.58 -0.42
H -4.26 5.43 -0.62
H -5.48 3.32 -0.23
N -6.76 10.94 -4.60
C -7.21 10.29 -3.53
C -6.63 9.13 -3.03
C -5.53 8.61 -3.69
C -5.05 9.27 -4.80
C -5.70 10.43 -5.22
H -8.08 10.72 -3.05
H -7.04 8.64 -2.15
H -5.05 7.71 -3.33
H -4.19 8.90 -5.35
H -5.35 10.98 -6.09
N 7.32 0.72 0.63
C 6.57 1.83 0.67
C 7.07 3.11 0.47
C 8.43 3.25 0.24
C 9.22 2.12 0.21
C 8.62 0.89 0.41
H 5.51 1.67 0.85
H 6.41 3.96 0.51
H 8.86 4.23 0.09
H 10.29 2.19 0.03
H 9.20 -0.03 0.38
```

Summary:
Max |F|: 2.4 eV/A
Total charge: +1
Total energy: -109523.39821 eV
2S+1: 1


Which formula does entry 1 have?
C43H52AsN4OS5V


Among the records above, which one has the lowest 2S+1?
C43H53BF14N7O2S